Entry 1:
DFT (the ωB97M-V functional and the def2-TZVPD basis) results for one molecule with the formula C4H5NO2.

## Properties
HOMO	-8.10	eV
Kohn-Sham gap	8.60	eV
E_tot	-9809.84240	eV
net charge	0

The geometry in XYZ format:
```
12
C4H5NO2 the ωB97M-V functional and the def2-TZVPD basis
O -0.425 -3.062 -0.368
C -0.334 -1.880 -0.598
C 0.275 -0.904 0.346
C 1.250 0.157 -0.197
N -0.104 0.464 0.113
C -0.753 1.484 0.521
O -0.222 2.683 0.341
H -0.647 -1.443 -1.573
H 0.360 -1.233 1.381
H 1.368 0.066 -1.285
H 0.729 2.523 0.146
H -1.719 1.442 1.010
```

Results of the Mulliken charge analysis, in e, for atoms 1 through 6: -0.479 -0.103 -0.016 -0.760 0.098 0.143

=====

Entry 2:
DFT (the ωB97M-V functional and the def2-TZVPD basis) results for an isolated ion of composition C2H3O3 and charge -1.

## Properties
SMILES string	COC(=O)[O-]
HOMO	-4.63	eV
Kohn-Sham gap	9.14	eV
E_tot	-8266.09044	eV
net charge	-1

The geometry in XYZ format:
```
8
C2H3O3 the ωB97M-V functional and the def2-TZVPD basis
C -0.029 -0.643 -0.840
O -0.782 -0.296 0.260
C -0.036 0.881 1.163
O -0.668 1.079 2.175
O 0.980 1.294 0.651
H 1.042 -0.771 -0.554
H -0.126 -0.003 -1.580
H -0.382 -1.541 -1.275
```

Results of the Mulliken charge analysis, in e, for atoms 1 through 6: -0.714 -0.459 0.670 -0.653 -0.642 0.213

=====

Entry 3:
DFT (the ωB97M-V functional and the def2-TZVPD basis) results for a 5-piece molecular cluster, CH12O4 overall.

## Properties
SMILES string	C.O.O.O.O
HOMO	-11.14	eV
Kohn-Sham gap	11.78	eV
E_tot	-9421.82160	eV
net charge	0

The geometry in XYZ format:
```
17
CH12O4 the ωB97M-V functional and the def2-TZVPD basis
C 1.212 3.222 -1.464
H 2.298 3.267 -1.519
H 0.893 2.433 -0.785
H 0.847 4.094 -0.913
H 0.839 3.212 -2.482
O 1.252 -0.352 1.675
H 1.623 -0.966 2.294
H 1.226 -0.904 0.891
O -1.142 -0.098 -1.172
H -1.958 -0.166 -0.646
H -0.991 0.832 -0.915
O 0.624 -1.927 -0.500
H -0.006 -1.335 -0.944
H 0.436 -2.818 -0.847
O -1.944 -0.779 1.408
H -1.049 -0.959 1.064
H -1.811 -0.778 2.343
```

Results of the Mulliken charge analysis, in e, for atoms 1 through 6: -0.783 0.258 0.006 0.270 0.246 -0.630

=====

Entry 4:
DFT (the ωB97M-V functional and the def2-TZVPD basis) results for one molecule with the formula C14H14N4OS.

## Properties
SMILES string	CC(C)[C@H]1C(C#N)=C(N)Oc2n[nH]c(-c3cccs3)c21
HOMO	-8.41	eV
Kohn-Sham gap	8.67	eV
E_tot	-33587.87036	eV
net charge	0

The geometry in XYZ format:
```
34
C14H14N4OS the ωB97M-V functional and the def2-TZVPD basis
C -1.198 -0.375 2.075
C -0.528 -1.073 0.895
C -1.089 -2.479 0.712
C -0.666 -0.237 -0.409
C -2.096 0.197 -0.669
C -3.007 -0.749 -1.150
N -3.764 -1.502 -1.581
C -2.547 1.462 -0.452
N -3.859 1.828 -0.532
O -1.762 2.516 -0.101
C -0.431 2.268 -0.121
N 0.467 3.227 0.006
N 1.641 2.602 -0.096
C 1.522 1.261 -0.292
C 2.662 0.407 -0.441
C 2.711 -0.925 -0.753
C 4.025 -1.430 -0.821
C 4.967 -0.487 -0.561
S 4.272 1.046 -0.227
C 0.154 1.004 -0.313
H -2.277 -0.332 1.934
H -0.821 0.639 2.193
H -0.997 -0.922 2.994
H 0.545 -1.150 1.106
H -2.153 -2.446 0.492
H -0.944 -3.060 1.620
H -0.588 -2.994 -0.107
H -0.325 -0.860 -1.246
H -4.493 1.191 -0.984
H -4.045 2.813 -0.616
H 2.496 3.130 -0.023
H 1.840 -1.525 -0.936
H 4.257 -2.453 -1.053
H 6.033 -0.592 -0.543
```

Results of the Mulliken charge analysis, in e, for atoms 1 through 6: -1.623 0.624 -1.567 1.093 -0.452 -0.873

=====

What did we get for energy relative to the best compared isomer or geometry (same formula, charge and spin)? Answer: 431.52 32.82 48.87 83.75 kJ/mol, in the order shown.